Record 1
Entry from OMol25: one molecule with the formula C4H6O4 (ωB97M-V/def2-TZVPD).

Cartesian coordinates (Å):
C (0.948, -0.574, -0.185)
C (0.677, 0.905, -0.162)
H (-1.153, 2.541, 0.656)
O (-1.468, 1.670, 0.913)
O (-1.085, -1.210, -0.995)
C (-0.524, 0.883, 0.431)
O (1.379, 2.079, -0.548)
O (-0.638, -1.651, 1.359)
H (1.111, -0.852, -1.161)
H (1.776, 1.715, -1.282)
H (-0.371, -2.616, 1.232)
H (1.877, -0.787, 0.423)
C (-0.452, -0.892, 0.229)
H (-2.077, -1.212, -0.909)

Results
Energy relative to the best compared isomer or geometry (same formula, charge and spin) ... 99.0 kcal/mol
DFT total energy ... -12431.881 eV
Orbital gap ... 8.72 eV
Structure (SMILES) ... OC1=C(O)C(O)(O)C1

=====

Record 2
Entry from OMol25: a 7-piece molecular cluster, C14H42O7S7 overall (ωB97M-V/def2-TZVPD).

Cartesian coordinates (Å):
H (-0.979, -1.195, -0.670)
H (-0.031, -0.363, 0.448)
H (-4.348, -7.679, -2.602)
H (-4.239, 8.855, 4.322)
H (-4.129, -6.645, -4.016)
C (-1.898, -8.243, -1.477)
O (-5.054, 6.651, 2.531)
H (0.130, -2.198, 0.272)
H (1.125, 7.376, 0.597)
H (4.320, -6.513, -1.138)
H (7.637, -5.628, -0.536)
C (3.337, 4.774, 0.968)
H (-5.911, 8.789, 4.021)
H (6.433, -6.418, 0.617)
S (-1.939, -1.548, 1.506)
H (-5.356, 2.984, -10.923)
H (7.979, -7.094, 0.212)
S (7.149, 0.748, 5.016)
H (-5.160, 4.003, -9.440)
H (-0.875, -8.580, -1.313)
H (6.113, -1.405, 4.801)
H (-3.213, 0.062, 0.057)
C (-3.739, -6.881, -3.026)
H (-2.582, -9.042, -1.192)
C (7.139, -6.539, -0.205)
H (1.449, 7.760, 2.301)
H (1.069, 6.118, 1.818)
O (5.926, -8.832, -1.115)
C (1.597, 7.022, 1.513)
C (-6.929, 6.105, 4.324)
C (-3.008, -0.111, 1.113)
S (6.457, -7.486, -1.644)
S (3.403, 6.578, 1.423)
S (-2.150, -7.791, -3.254)
C (-0.524, -1.326, 0.311)
H (-2.662, 0.855, 1.480)
H (-2.026, -7.450, -0.740)
C (8.395, -0.171, 6.048)
H (-7.132, 6.111, 5.395)
H (5.200, -5.408, -2.322)
H (-5.126, 3.275, -6.980)
H (-3.486, -6.087, -2.323)
O (-2.710, -2.758, 0.916)
H (-7.052, 5.083, 3.966)
H (-4.043, 1.928, -7.189)
O (3.899, 6.695, 2.838)
O (-2.461, -9.075, -4.021)
S (-5.142, 6.502, 4.026)
H (-3.890, -0.414, 1.677)
H (-5.531, 1.627, -6.401)
H (2.674, 4.698, 0.106)
H (4.361, 4.522, 0.693)
O (-5.495, 0.396, -9.099)
C (-5.089, 3.003, -9.866)
C (4.961, -6.426, -2.015)
H (8.119, -0.251, 7.099)
S (-5.997, 1.787, -8.763)
H (5.605, -0.732, 6.270)
H (-4.030, 2.777, -9.737)
C (-5.123, 8.265, 4.561)
H (4.484, -6.935, -2.853)
H (-7.694, 6.769, 3.922)
H (9.345, 0.323, 5.842)
C (5.813, -0.452, 5.237)
H (2.980, 4.131, 1.772)
H (4.845, -0.136, 4.849)
H (8.407, -1.182, 5.642)
H (-5.302, 8.309, 5.635)
C (-5.095, 2.210, -7.212)
O (6.799, 1.900, 5.924)

Results
Energy relative to the best compared isomer or geometry (same formula, charge and spin) ... 72.3 kcal/mol
DFT total energy ... -105369.808 eV
Orbital gap ... 8.73 eV

=====

Record 3
Entry from OMol25: one molecule with the formula C4H8ClOP (ωB97M-V/def2-TZVPD).

Cartesian coordinates (Å):
Cl (-3.171, 0.958, 0.122)
C (0.122, -0.129, 0.121)
P (-1.172, -1.425, 0.188)
H (1.796, -0.448, 1.702)
C (-0.172, -0.781, -1.215)
H (-0.584, -0.158, -1.972)
C (-0.026, 1.408, 0.280)
H (0.530, -1.393, -1.630)
O (-2.596, -0.658, 0.129)
H (-0.328, 1.872, 1.284)
H (-0.659, 1.708, -0.435)
C (1.708, -0.753, 0.682)
H (2.246, -0.380, -0.163)
H (1.442, -1.740, 0.758)
H (0.864, 1.919, 0.150)

Results
Energy relative to the best compared isomer or geometry (same formula, charge and spin) ... 117.2 kcal/mol
DFT total energy ... -28132.442 eV
Orbital gap ... 8.63 eV
Structure (SMILES) ... CC1(C)CP1OCl

=====

Record 4
Entry from OMol25: a 15-piece molecular cluster, C28H52BCl30FNO5P overall (ωB97M-V/def2-TZVPD).

Cartesian coordinates (Å):
H (-8.422, -5.557, -0.828)
C (-0.795, 1.573, 1.190)
C (0.050, -5.584, 3.251)
C (-8.993, -4.652, -0.671)
H (4.181, -2.170, -0.992)
H (-2.739, 8.944, 0.234)
H (-10.261, -0.325, 1.423)
H (-2.201, -3.407, -3.352)
C (2.535, -3.766, 0.751)
H (3.840, 3.422, 1.750)
H (0.503, 2.899, 2.330)
C (3.468, 0.020, 2.810)
C (-2.059, 10.316, -3.870)
H (3.664, 2.410, 0.026)
H (-8.948, -4.018, -1.547)
Cl (-3.608, -4.432, -4.931)
H (5.203, -3.433, -5.008)
C (3.974, -1.008, 0.769)
H (-0.768, -6.263, 3.454)
C (0.051, -2.523, 6.553)
Cl (-9.111, -5.129, -4.921)
O (5.711, 1.857, -1.327)
H (2.470, 2.413, -3.060)
P (6.114, 0.819, -0.135)
H (5.819, 1.698, 6.097)
Cl (6.494, -0.920, -1.188)
Cl (4.175, -4.440, 0.596)
C (-0.309, -1.056, 10.700)
H (1.924, 1.388, 1.626)
C (-2.314, -4.419, -3.723)
Cl (-6.681, -5.209, -3.280)
Cl (-1.804, -0.949, 9.759)
H (-1.045, 0.366, -3.681)
H (1.866, -4.591, 0.569)
H (5.188, -3.562, -3.228)
H (-1.202, 2.995, 2.778)
H (5.093, 0.562, 4.932)
C (-4.691, -4.248, -8.489)
H (1.331, -2.153, -0.006)
C (-0.409, 2.329, 2.471)
B (5.063, 2.207, 2.721)
Cl (-8.286, -3.772, 0.697)
Cl (-0.774, -4.945, -4.401)
C (3.377, -1.653, -0.490)
Cl (-6.063, -3.507, -7.646)
Cl (-0.488, 6.830, -2.850)
Cl (1.107, -1.292, 9.670)
H (0.601, -3.406, 6.854)
H (-4.240, -3.496, -9.124)
H (-0.209, 1.630, 3.274)
C (-1.808, 8.478, 0.528)
C (-0.165, 2.116, -0.055)
Cl (-0.618, 9.747, 0.842)
Cl (-10.679, -5.084, -0.371)
C (-7.358, -5.348, -4.909)
H (-0.182, -0.133, 11.251)
C (0.406, 5.436, -2.222)
Cl (2.032, 5.888, -1.693)
H (-10.000, -1.809, 0.466)
Cl (-2.103, 7.474, 1.957)
H (4.811, -1.635, 1.049)
C (-10.552, -0.881, 0.540)
H (2.381, -3.409, 1.759)
Cl (-10.177, 0.100, -0.885)
H (-1.862, 1.554, 1.022)
Cl (4.593, 2.627, -4.051)
H (-1.847, 9.298, -4.171)
C (2.917, 3.114, -3.756)
H (-0.281, 0.862, -2.145)
H (3.007, -0.916, -1.199)
O (4.774, 3.313, 1.955)
H (-0.484, -2.098, 7.392)
C (5.861, 1.305, 5.088)
Cl (-1.129, -2.991, 5.312)
H (-6.900, -4.582, -5.524)
H (-1.429, 7.845, -0.264)
H (2.078, -3.149, -1.225)
H (-0.476, 0.536, 1.288)
O (-0.787, 2.416, -1.044)
H (3.339, 1.099, -1.051)
O (1.177, 2.274, -0.084)
Cl (-1.744, 10.465, -2.135)
Cl (-0.486, -4.431, 2.017)
Cl (1.452, -6.527, 2.732)
Cl (1.193, -1.332, 5.927)
Cl (3.035, -3.703, -4.163)
Cl (-12.274, -1.257, 0.658)
H (5.287, 3.292, 4.494)
H (-7.128, -6.335, -5.291)
H (6.811, 0.781, 5.018)
H (2.930, 4.118, -3.356)
H (0.481, 4.699, -3.014)
F (5.831, -0.040, 2.488)
H (0.316, -5.024, 4.137)
Cl (1.240, -0.244, -3.530)
H (-1.414, 11.012, -4.393)
O (2.889, 0.342, 3.819)
Cl (-1.058, -1.340, -2.035)
H (-0.390, -1.900, 11.374)
C (2.255, -2.672, -0.264)
C (4.406, 0.465, 0.681)
C (4.681, 0.735, 2.186)
N (3.102, -1.018, 1.978)
Cl (1.942, 3.118, -5.235)
H (-0.132, 5.031, -1.374)
H (1.543, 0.281, 0.278)
H (-3.985, -4.601, -7.748)
C (1.969, 1.242, 0.551)
Cl (4.778, -1.371, -3.977)
H (5.607, 1.444, -2.198)
C (3.377, 1.367, 0.001)
Cl (-5.189, -5.612, -9.492)
C (4.702, -3.132, -4.097)
H (2.108, -1.039, 1.804)
C (5.824, 2.446, 4.060)
Cl (-3.737, 10.684, -4.285)
C (-0.375, 0.074, -2.883)
H (-2.593, -5.093, -2.922)
H (6.823, 2.826, 3.854)

Results
DFT total energy ... -429965.984 eV
Orbital gap ... 9.05 eV

=====

Record 5
Entry from OMol25: a 2-piece molecular cluster, C3H9N4 overall (ωB97M-V/def2-TZVPD).

Cartesian coordinates (Å):
H (-1.226, 3.201, -0.222)
N (1.746, -1.473, 1.828)
H (0.535, -2.153, -1.783)
H (-0.967, -2.562, -1.049)
C (-0.079, 0.281, 0.246)
N (-0.478, -0.459, -0.743)
N (-0.407, 1.515, 0.385)
C (-1.063, 2.290, -0.673)
C (-0.168, -1.882, -0.927)
H (-0.501, 2.599, -1.477)
H (-1.900, 1.845, -0.995)
H (-0.957, -0.114, -1.630)
H (0.474, -2.361, -0.131)
N (2.347, -1.113, 2.712)
H (-0.565, 1.788, 1.327)
H (3.208, -1.402, 3.132)

Results
Spin multiplicity ... 3
Charge ... +1
Energy relative to the best compared isomer or geometry (same formula, charge and spin) ... 41.3 kcal/mol
DFT total energy ... -9205.418 eV
Orbital gap (alpha / beta) ... 7.68 / 8.67 eV

=====

Record 6
Entry from OMol25: a 4-piece molecular cluster, C35H67Cl2F3IN4O16P4S2 overall (ωB97M-V/def2-TZVPD).

Cartesian coordinates (Å):
H (-0.024, -5.138, 2.422)
C (-0.771, 0.157, 0.520)
H (-7.721, -1.874, -6.455)
H (1.983, -3.116, 2.190)
C (1.126, 0.207, 2.280)
H (0.755, 4.840, 1.876)
O (-0.648, 4.013, -5.856)
S (-2.859, -5.474, -1.517)
N (-1.186, -0.950, 2.604)
H (0.692, 6.315, 2.844)
H (-0.407, 8.725, 1.219)
C (-3.279, -2.418, -4.739)
H (-1.681, -6.038, -1.184)
P (-0.216, 2.848, -6.926)
O (0.165, 1.781, -5.722)
H (-3.993, -4.324, 0.261)
H (-4.080, -2.043, 3.601)
Cl (-0.810, -1.395, -0.297)
H (-3.552, -3.088, -5.553)
O (1.670, 8.528, 1.440)
C (-7.511, -0.889, -6.868)
C (1.864, 0.631, 0.981)
H (-2.874, -0.389, -7.212)
H (-2.719, -4.244, 2.705)
H (-1.178, 5.899, -6.543)
H (-1.422, 2.734, 1.372)
H (-7.072, -0.975, -7.859)
H (3.353, 1.891, 1.442)
C (0.391, 8.950, 1.918)
H (4.724, -2.849, -0.861)
O (0.206, 3.932, -8.097)
H (0.437, 10.029, 2.061)
H (-1.828, -4.781, 4.639)
C (-0.371, 5.408, -6.001)
C (-0.882, -5.257, 4.379)
C (-0.465, -2.046, 3.070)
C (4.040, -4.640, 1.915)
O (2.810, 6.169, 1.187)
H (-0.341, 5.839, -5.001)
H (-3.032, -2.138, -7.551)
C (-2.114, -3.570, 2.090)
H (1.508, -1.155, 6.944)
F (-1.608, -7.335, 5.096)
O (-5.828, -1.987, -4.836)
H (-3.573, -0.956, -8.731)
O (-3.421, -1.693, 4.213)
O (0.397, 1.690, 4.449)
C (4.154, -3.528, 1.082)
O (-3.651, -1.071, -5.018)
H (2.925, 2.572, 4.859)
F (-2.043, -6.846, 3.054)
H (1.438, 1.544, 0.569)
H (-3.751, -2.768, -3.824)
P (1.949, 7.194, 0.531)
H (-0.918, 2.543, -4.112)
N (0.738, -1.793, 3.706)
C (4.068, 8.713, 0.297)
N (-0.884, -3.259, 2.833)
O (-4.826, -1.174, -7.133)
C (-1.111, -6.700, 4.013)
C (4.655, -3.714, -0.205)
C (0.274, 5.807, 1.976)
C (-1.854, -4.302, 0.756)
O (1.263, 2.869, 2.598)
H (4.758, 9.088, -0.457)
C (-3.030, -4.174, -0.225)
C (2.198, -2.120, 1.793)
F (0.002, -7.352, 3.670)
O (-1.362, 2.134, -7.555)
H (0.581, 5.592, -6.488)
C (4.904, -6.055, 0.154)
Cl (-1.488, 1.114, -1.868)
H (-8.444, -0.334, -6.961)
C (1.749, -1.097, 2.901)
O (0.433, 6.578, 0.781)
H (-0.458, 0.846, -4.036)
C (3.725, -2.131, 1.510)
H (3.405, -2.618, 5.870)
H (-0.487, 5.242, -9.495)
H (-1.773, 1.331, -5.113)
S (1.377, 1.665, 3.389)
O (-6.676, -0.140, -5.984)
I (-0.910, -2.266, 6.253)
H (-0.902, -4.037, 0.291)
H (1.607, -2.027, 0.880)
H (3.871, -1.516, 0.622)
H (3.895, -1.149, 5.060)
H (1.423, -3.055, 5.256)
C (4.419, -5.891, 1.441)
H (-1.152, 3.606, -9.639)
H (-2.196, -2.431, -4.606)
H (-1.733, 4.678, -8.357)
H (5.406, -5.061, -1.707)
H (-2.733, -2.698, 1.896)
H (-0.285, -5.208, 5.290)
C (-0.409, 0.146, 1.998)
P (-2.638, -0.437, 3.512)
H (3.287, 0.824, 4.680)
H (1.680, -0.038, 5.619)
C (-3.493, -1.158, -7.665)
H (-2.952, -3.229, -0.761)
C (2.985, 1.732, 4.163)
H (-0.032, 3.075, 0.332)
C (5.036, -4.957, -0.695)
H (-0.860, 1.074, 2.374)
C (-0.861, 4.383, -8.938)
H (-3.178, 1.086, 4.861)
C (-0.153, -4.450, 3.262)
H (4.612, 8.072, 0.990)
H (4.328, -6.765, 2.078)
C (0.951, -2.075, 5.120)
H (0.184, 8.502, 2.890)
H (3.753, -1.237, 6.860)
H (1.799, -0.126, 0.199)
O (3.066, 7.969, -0.401)
N (3.296, 0.901, 1.228)
H (-0.794, 5.655, 2.133)
C (1.829, -1.078, 5.906)
H (3.649, -4.551, 2.927)
H (2.670, -0.836, 3.413)
H (4.308, -1.752, 2.351)
H (5.210, -7.020, -0.235)
C (-0.812, 1.632, -4.693)
H (-1.668, 3.282, -0.272)
O (-2.312, 0.759, 4.570)
P (-5.217, -0.836, -5.586)
H (3.643, 9.566, 0.819)
H (-1.768, -5.371, 0.983)
H (0.846, -4.222, 3.618)
C (-1.038, 2.646, 0.354)
H (3.771, 1.976, 3.452)
C (-1.062, 1.244, -0.192)
C (3.312, -1.526, 5.904)
H (3.829, 0.724, 0.388)

Results
Charge ... +1
DFT total energy ... -176216.217 eV
Orbital gap ... 7.39 eV

=====

Record 7
Entry from OMol25: one molecule with the formula C9H11NO3 (ωB97M-V/def2-TZVPD).

Cartesian coordinates (Å):
C (-0.491, 0.551, 0.366)
C (1.781, -1.181, 0.835)
C (1.079, -1.400, -0.563)
H (1.595, -1.027, -1.469)
N (1.050, -1.484, 2.038)
C (-1.743, 1.116, 0.434)
C (-2.434, 1.155, -0.760)
C (-0.857, -0.256, -1.789)
H (0.777, -2.523, 1.975)
C (-2.065, 0.424, -1.923)
H (0.154, -1.055, 2.046)
C (2.331, 0.310, 0.914)
O (2.396, 0.963, 2.135)
H (0.962, -2.491, -0.835)
H (0.110, 0.759, 1.149)
H (2.608, 1.980, 1.896)
H (2.715, -1.823, 0.906)
O (2.502, 0.871, -0.135)
H (-3.626, 2.626, -1.599)
C (-0.176, -0.426, -0.596)
O (-3.485, 1.986, -0.877)
H (-2.463, 0.445, -2.914)
H (-0.635, -0.964, -2.655)
H (-2.085, 1.443, 1.418)

Results
Energy relative to the best compared isomer or geometry (same formula, charge and spin) ... 66.7 kcal/mol
DFT total energy ... -17141.867 eV
Orbital gap ... 8.93 eV
Structure (SMILES) ... N[C@@H](Cc1ccc(O)cc1)C(=O)O

=====

Record 8
Entry from OMol25: one molecule with the formula C4H7NO2 (ωB97M-V/def2-TZVPD).

Cartesian coordinates (Å):
N (-0.844, 0.734, 0.828)
H (3.590, 0.186, -0.186)
H (-2.052, -1.876, 0.658)
C (-1.728, -1.325, -0.229)
H (-1.327, -2.023, -0.968)
O (-2.158, 0.894, 1.215)
H (2.465, 0.657, -1.522)
H (-2.145, 1.766, 1.634)
C (0.607, -0.323, -0.603)
H (2.658, 1.713, -0.080)
O (1.552, 0.066, 0.209)
H (-2.605, -0.817, -0.645)
C (-0.670, -0.338, 0.137)
C (2.657, 0.686, -0.449)

Results
Energy relative to the best compared isomer or geometry (same formula, charge and spin) ... 122.9 kcal/mol
DFT total energy ... -9841.949 eV
Orbital gap ... 8.93 eV

=====

Record 9
Entry from OMol25: a 2-piece molecular cluster, C24H50BF2N4O8P2S overall (ωB97M-V/def2-TZVPD).

Cartesian coordinates (Å):
C (2.981, -1.152, -0.656)
H (-2.078, -0.673, -0.268)
H (-3.840, 1.668, 2.489)
O (-5.434, 1.152, -0.308)
C (-0.349, 1.595, -3.410)
C (-2.711, -2.274, 0.984)
C (-1.908, 6.463, 1.505)
C (0.797, -2.615, -2.269)
H (1.961, -4.451, -2.080)
H (2.638, 0.640, 1.157)
H (-1.594, 5.433, 1.330)
P (0.396, 0.314, -1.166)
O (-2.141, -6.260, 1.349)
F (0.074, -4.843, -2.809)
C (2.116, -0.006, 1.867)
H (-1.521, -4.560, -1.222)
N (1.219, -0.967, 1.179)
N (-0.948, 4.718, -1.637)
P (2.298, -3.474, 2.312)
O (3.058, -0.662, 2.645)
H (-2.254, -7.040, 0.785)
H (1.539, -1.986, -2.745)
B (-1.552, -5.280, 0.593)
H (3.586, 0.226, -3.688)
C (-0.290, -4.509, 1.204)
H (0.551, -4.868, 0.613)
H (0.599, -0.290, -3.604)
H (-3.791, -0.795, -0.036)
C (-3.249, 2.274, -0.491)
C (-0.417, -2.984, 1.137)
C (1.474, -1.064, -0.340)
O (2.825, -3.189, 3.841)
H (5.048, -0.451, -3.036)
H (-3.172, 3.356, -0.494)
O (-1.568, -2.615, 1.772)
H (-2.277, 1.852, -0.252)
C (0.885, -2.251, 1.878)
H (3.597, -1.200, 0.244)
H (-2.485, -0.216, 2.408)
H (1.603, -3.941, -3.700)
H (-0.190, -2.335, -2.626)
C (-1.271, 7.420, 0.503)
H (-1.615, 6.726, 2.521)
H (3.827, 1.266, 3.002)
H (-0.811, 2.097, -2.567)
H (-4.836, 0.334, 1.899)
H (3.614, 0.210, 4.429)
H (-2.998, 6.503, 1.447)
C (-2.841, -0.838, 0.493)
C (1.173, -4.025, -2.701)
C (0.882, -2.443, -0.741)
C (3.960, -0.497, -2.974)
H (3.197, -2.105, -1.126)
C (-1.681, 7.126, -0.944)
H (-0.219, -4.854, 2.227)
O (-0.416, -2.661, -0.263)
C (3.879, 0.244, 3.374)
C (0.938, 1.952, -0.480)
N (3.996, 1.011, -1.086)
H (4.421, 1.540, -1.847)
H (3.736, -3.520, 3.919)
H (-4.871, 2.707, 0.799)
H (-1.560, 8.443, 0.748)
C (-3.991, 0.985, 1.654)
H (0.705, 2.742, -1.183)
O (-2.108, -5.048, -0.627)
C (-1.269, 5.774, -1.334)
H (-2.877, -2.919, 0.128)
C (-4.396, 1.809, 0.414)
H (-3.511, 2.014, -1.516)
H (0.038, 2.308, -4.127)
H (4.905, -0.096, 3.293)
O (3.536, -3.320, 1.241)
C (0.749, 0.571, -2.969)
H (-3.570, -2.465, 1.625)
C (3.633, -0.107, -1.526)
H (2.007, 2.011, -0.279)
H (1.689, 1.075, -3.155)
H (3.890, -4.186, 0.999)
H (0.238, -0.506, 3.658)
H (0.390, 2.104, 0.443)
H (-5.039, 0.659, -1.038)
H (-0.184, 7.364, 0.594)
N (-2.771, 0.187, 1.525)
H (3.699, -1.523, -3.213)
H (1.568, -3.245, -0.460)
H (-2.763, 7.208, -1.060)
F (-0.033, -0.272, 1.260)
H (1.545, 0.680, 2.489)
S (0.280, -1.848, 3.615)
H (-1.216, 7.840, -1.625)
H (-1.157, 1.046, -3.886)

Results
Charge ... +1
DFT total energy ... -83554.006 eV
Orbital gap ... 7.89 eV